# C18H34AsCrN5O6S2

A molecular structure, C18H34AsCrN5O6S2 (ωB97M-V/def2-TZVPD, the Open Molecules 2025 dataset).

Properties
HOMO level (alpha / beta), eV: -7.820 / -8.334
<S²>: 6.014
E_LUMO (alpha / beta), eV: 0.08 / 0.08

ORCA input file:
```
! RIJCOSX wB97M-V def2-TZVPD def2/J DEFGRID3
* xyz 0 5
As 0.5484 -2.2570 -1.6259
Cr -0.4269 -0.0281 -1.2439
S 2.6053 0.6837 0.1050
S -1.2885 3.0063 0.0480
O -1.0648 1.1120 -3.7901
O -2.3915 3.9245 -0.0726
O -4.0624 -0.4976 0.3337
O -1.8889 -0.8148 -0.1416
O 0.8108 0.9844 -2.5477
O 0.0535 3.5389 -0.2080
N 0.2786 -0.3929 1.5906
N 3.3237 1.1038 2.6267
N 1.3290 3.4550 -2.6140
N -1.4888 1.7072 -0.8052
N 1.3649 -0.0063 2.3741
C -0.0788 2.8514 2.5173
C -0.0393 2.4873 3.8573
C -3.0143 -0.1377 -0.1624
C -0.7521 -3.6723 -1.9952
C -2.2334 1.5437 3.6837
C -1.2122 2.5678 1.7688
C -2.2983 1.9175 2.3508
C -1.5724 -4.0821 -0.7701
C -1.1070 1.8236 4.4571
C 1.2197 -1.9594 -4.4133
C 1.7718 -2.5428 -3.1118
C 1.5695 -3.0509 -0.1661
C 2.0529 -4.4731 -0.4236
C 2.4234 0.5725 1.7593
C -1.0391 1.4070 5.9058
C 0.3271 3.0243 -3.6260
C -0.0458 1.5827 -3.3180
C -2.8972 1.2023 -0.8929
H -0.2116 -4.5193 -2.4160
H 1.9400 -3.6139 -3.1971
H -0.2741 0.4184 1.3294
H -3.6321 1.9075 -0.5192
H 1.9178 -2.1147 -5.2380
H 3.3418 0.7972 3.5860
H 0.9360 -2.9935 0.7171
H -2.0342 1.2320 6.3129
H 0.8287 3.6027 -1.7035
H 1.1516 0.3365 3.3011
H -3.0774 1.0308 4.1333
H -0.9311 -4.4431 0.0374
H 1.9245 2.6410 -2.4260
H 2.3985 -2.3645 0.0055
H 0.8349 2.7358 4.4531
H 4.1928 1.4045 2.2223
H 1.0368 -0.8887 -4.3151
H 0.7530 3.0838 -4.6240
H -3.1312 1.0264 -1.9450
H -0.3242 -1.0296 2.0933
H -0.5484 2.1685 6.5130
H -1.4060 -3.2827 -2.7760
H 2.5616 -4.8625 0.4611
H -3.1851 1.6886 1.7696
H -0.5583 3.6507 -3.5637
H 0.7563 3.3565 2.0480
H 0.2735 -2.4290 -4.6892
H 2.7180 -2.0729 -2.8413
H 1.8649 4.2723 -2.8785
H -2.2606 -4.8889 -1.0282
H 2.7603 -4.5163 -1.2531
H 1.2281 -5.1506 -0.6531
H -2.1509 -3.2442 -0.3836
H -0.4711 0.4803 6.0179
*
```

Atom charges from the Mulliken analysis, given in e for atoms 1 to 8:
1. As 0.8086
2. Cr 0.6440
3. S -0.3586
4. S 1.2352
5. O -0.6398
6. O -0.8091
7. O -0.7258
8. O -0.4056